## P
This record from the OMol25 dataset describes C3H7NOS as an isolated structure. The level of theory is wB97M-V/def2-TZVPD.

LUMO level (spin up / spin down) = 0.02979 / -0.03532 Ha
Kohn-Sham gap (spin up / spin down) = 8.4 / 8.3 eV
HOMO (spin up / spin down) = -7.582 / -9.245 eV

ORCA input file:
```
! RIJCOSX wB97M-V def2-TZVPD def2/J DEFGRID3
* xyz 0 3
C -0.14 -1.45 -0.74
C 1.42 1.57 0.43
C -0.53 -0.27 0.11
N -2.35 -0.67 0.33
O -3.06 0.26 0.27
S -0.12 1.34 -0.52
H -0.46 -1.30 -1.77
H 0.94 -1.61 -0.73
H -0.62 -2.35 -0.35
H 2.00 0.65 0.39
H 1.18 1.81 1.46
H 1.97 2.38 -0.03
H -0.23 -0.35 1.15
*
```

Löwdin population analysis, charges in e, atoms 1 to 5:
1 C -0.158
2 C -0.382
3 C -0.576
4 N -0.060
5 O -0.056

=====

## Q
This record from the OMol25 dataset describes C3H7NOS in the gas phase. The level of theory is wB97M-V/def2-TZVPD.

LUMO level (spin up / spin down) = 0.01887 / -0.11063 Ha
Kohn-Sham gap (spin up / spin down) = 6.8 / 4.5 eV
HOMO (spin up / spin down) = -6.255 / -7.519 eV

ORCA input file:
```
! RIJCOSX wB97M-V def2-TZVPD def2/J DEFGRID3
* xyz 0 3
C -0.32 -1.51 -0.48
C -0.99 1.70 0.76
C 0.78 -0.55 -0.72
N 1.59 -0.41 0.46
O 2.79 -0.41 0.23
S 0.06 1.45 -0.66
H -0.70 -1.30 0.47
H -0.98 -1.42 -1.33
H 0.03 -2.55 -0.42
H -1.01 0.82 1.51
H -1.97 2.05 0.44
H -0.58 2.64 1.43
H 1.29 -0.49 -1.68
*
```

Löwdin population analysis, charges in e, atoms 1 to 5:
1 C -0.121
2 C -0.456
3 C -0.496
4 N -0.227
5 O -0.122

=====

What is the stability order? It is P, Q, from most stable to least stable.

=====

## P
This record from the OMol25 dataset describes C5H12 in the gas phase. The level of theory is wB97M-V/def2-TZVPD.

LUMO level = 0.04490 Ha
Kohn-Sham gap = 12.0 eV
HOMO = -10.781 eV
SMILES = CCC(C)C

ORCA input file:
```
! RIJCOSX wB97M-V def2-TZVPD def2/J DEFGRID3
* xyz 0 1
C -1.63 0.71 -1.04
C -1.06 -0.27 -0.02
C 0.36 0.05 0.42
C 0.89 -1.00 1.41
C 1.40 0.41 -0.65
H -0.92 0.93 -1.85
H -1.86 1.66 -0.56
H -2.58 0.39 -1.48
H -1.16 -1.30 -0.39
H -1.70 -0.25 0.86
H 0.22 0.95 1.05
H 1.77 -0.61 1.92
H 0.14 -1.29 2.16
H 1.20 -1.90 0.88
H 2.39 0.14 -0.30
H 1.18 -0.09 -1.60
H 1.36 1.48 -0.80
*
```

Löwdin population analysis, charges in e, atoms 1 to 5:
1 C -0.112
2 C -0.258
3 C -0.454
4 C -0.092
5 C -0.074

=====

## Q
This record from the OMol25 dataset describes C5H12 as an isolated structure. The level of theory is wB97M-V/def2-TZVPD.

LUMO level = 0.04345 Ha
Kohn-Sham gap = 8.7 eV
HOMO = -7.543 eV

ORCA input file:
```
! RIJCOSX wB97M-V def2-TZVPD def2/J DEFGRID3
* xyz 0 1
C 2.29 -0.15 0.19
C 0.90 -0.62 0.60
C -0.86 -0.16 -0.78
C -0.77 1.34 -0.73
C -1.95 -0.69 0.09
H 2.27 0.89 -0.14
H 3.00 -0.23 1.02
H 2.68 -0.76 -0.64
H 0.44 0.02 1.36
H 0.89 -1.66 0.95
H 0.29 -0.72 -0.46
H -1.55 1.70 -1.42
H -0.98 1.81 0.25
H 0.18 1.73 -1.12
H -2.11 -0.16 1.05
H -2.87 -0.57 -0.49
H -1.85 -1.76 0.28
*
```

Löwdin population analysis, charges in e, atoms 1 to 5:
1 C -0.134
2 C -0.160
3 C -0.213
4 C -0.172
5 C -0.176

=====

What is the stability order? It is P, Q, from most stable to least stable.

=====

## P
This record from the OMol25 dataset describes a 2-piece molecular cluster, C5H12 overall. The level of theory is wB97M-V/def2-TZVPD.

LUMO level = 0.03903 Ha
Kohn-Sham gap = 11.1 eV
HOMO = -10.083 eV
SMILES = C=C.CCC

ORCA input file:
```
! RIJCOSX wB97M-V def2-TZVPD def2/J DEFGRID3
* xyz 0 1
C -0.96 -1.16 -3.54
C -1.93 -1.89 -2.93
H -1.01 -0.07 -3.70
H 0.01 -1.54 -3.90
H -2.85 -1.45 -2.50
H -1.83 -2.96 -2.65
C 2.38 -0.91 1.89
C 1.04 -0.20 2.13
C -0.22 -1.12 2.16
H 3.19 -0.18 1.95
H 2.69 -1.72 2.59
H 2.38 -1.31 0.87
H 1.14 0.40 3.02
H 0.96 0.53 1.32
H -1.06 -0.75 2.74
H -0.06 -2.16 2.51
H -0.60 -1.22 1.15
*
```

Löwdin population analysis, charges in e, atoms 1 to 5:
1 C -0.088
2 C -0.088
3 H 0.041
4 H 0.042
5 H 0.047

=====

## Q
This record from the OMol25 dataset describes a 2-piece molecular cluster, C5H12 overall. The level of theory is wB97M-V/def2-TZVPD.

LUMO level = 0.04013 Ha
Kohn-Sham gap = 10.6 eV
HOMO = -9.521 eV
SMILES = C=CC.CC

ORCA input file:
```
! RIJCOSX wB97M-V def2-TZVPD def2/J DEFGRID3
* xyz 0 1
C 1.67 0.20 -0.71
C 1.71 -0.08 -2.01
C 0.64 -0.85 -2.73
H 2.35 0.90 -0.23
H 0.96 -0.22 0.00
H 2.63 0.21 -2.50
H 0.60 -1.92 -2.53
H -0.31 -0.45 -2.40
H 0.71 -0.74 -3.80
C -1.63 1.11 2.53
C -1.85 -0.37 2.39
H -2.37 1.65 1.96
H -0.69 1.35 2.04
H -1.56 1.52 3.54
H -2.03 -0.60 1.34
H -1.03 -0.94 2.81
H -2.74 -0.74 2.90
*
```

Löwdin population analysis, charges in e, atoms 1 to 5:
1 C -0.030
2 C -0.240
3 C -0.117
4 H 0.047
5 H 0.049

=====

## R
This record from the OMol25 dataset describes a 2-piece molecular cluster, C5H12 overall. The level of theory is wB97M-V/def2-TZVPD.

LUMO level = 0.02737 Ha
Kohn-Sham gap = 8.0 eV
HOMO = -7.296 eV

ORCA input file:
```
! RIJCOSX wB97M-V def2-TZVPD def2/J DEFGRID3
* xyz 0 1
C 1.96 -0.78 0.81
C 1.52 0.55 -0.13
C -1.53 -0.04 -1.24
C -2.89 -0.07 -0.55
C 1.78 1.03 1.12
H 2.05 -1.44 -0.04
H 2.96 -0.82 1.27
H 2.26 0.58 -0.92
H -0.93 -0.95 -1.18
H -1.57 0.33 -2.26
H -0.86 0.65 -0.72
H -2.79 -0.21 0.52
H -3.42 0.86 -0.74
H -3.53 -0.88 -0.91
H 1.27 -1.19 1.54
H 2.77 1.18 1.61
H 0.96 1.23 1.81
*
```

Löwdin population analysis, charges in e, atoms 1 to 5:
1 C -0.117
2 C -0.191
3 C -0.194
4 C -0.176
5 C -0.108

=====

What is the stability order? It is Q, P, R, from most stable to least stable.

=====

## P
This record from the OMol25 dataset describes H2N2 in the gas phase. The level of theory is wB97M-V/def2-TZVPD.

LUMO level = 0.04259 Ha
Kohn-Sham gap = 10.6 eV
HOMO = -9.403 eV
SMILES = [H]/N=N\[H]

ORCA input file:
```
! RIJCOSX wB97M-V def2-TZVPD def2/J DEFGRID3
* xyz 0 1
H -1.01 0.48 0.03
N -0.55 -0.52 -0.01
N 0.64 -0.49 0.01
H 0.92 0.53 -0.03
*
```

List of Löwdin charges in e, atom by atom:
1 H 0.083
2 N -0.084
3 N -0.063
4 H 0.064

=====

## Q
This record from the OMol25 dataset describes H2N2 in the gas phase. The level of theory is wB97M-V/def2-TZVPD.

LUMO level = 0.04095 Ha
Kohn-Sham gap = 10.4 eV
HOMO = -9.254 eV
SMILES = [H]/N=N\[H]

ORCA input file:
```
! RIJCOSX wB97M-V def2-TZVPD def2/J DEFGRID3
* xyz 0 1
H 0.31 -0.66 0.81
N 0.14 0.48 0.66
N -0.18 0.55 -0.47
H -0.27 -0.36 -1.00
*
```

List of Löwdin charges in e, atom by atom:
1 H 0.097
2 N -0.061
3 N -0.102
4 H 0.066

=====

What is the stability order? It is P, Q, from most stable to least stable.

=====

## P
This record from the OMol25 dataset describes C4H6OS in the gas phase. The level of theory is wB97M-V/def2-TZVPD.

LUMO level = 0.02189 Ha
Kohn-Sham gap = 9.3 eV
HOMO = -8.735 eV
SMILES = S=COC1CC1

ORCA input file:
```
! RIJCOSX wB97M-V def2-TZVPD def2/J DEFGRID3
* xyz 0 1
S -0.10 -3.54 -0.50
C -0.50 -1.98 -0.54
O 0.14 -1.03 0.06
C -0.38 0.24 0.15
C 0.45 1.07 1.08
C 0.56 1.29 -0.46
H -1.42 -1.66 -1.08
H -1.43 0.15 -0.10
H 1.40 0.57 1.58
H -0.27 1.75 1.78
H 0.13 2.24 -0.85
H 1.42 0.89 -1.13
*
```

Löwdin population analysis, charges in e, atoms 1 to 5:
1 S 0.674
2 C -0.776
3 O -0.118
4 C -0.367
5 C -0.090

=====

## Q
This record from the OMol25 dataset describes C4H6OS as an isolated structure. The level of theory is wB97M-V/def2-TZVPD.

LUMO level = 0.01717 Ha
Kohn-Sham gap = 9.3 eV
HOMO = -8.813 eV

ORCA input file:
```
! RIJCOSX wB97M-V def2-TZVPD def2/J DEFGRID3
* xyz 0 1
C -1.32 -0.19 0.58
C -0.02 0.49 0.10
C 1.29 -0.14 0.39
C 0.41 0.26 -1.31
H -2.20 0.42 0.20
H -1.42 -0.19 1.72
H -1.28 -1.27 0.11
H -0.01 1.54 0.25
H 1.11 -1.24 0.61
H 2.11 0.19 1.13
O 1.67 -0.09 -1.03
S -0.34 0.22 -2.76
*
```

Löwdin population analysis, charges in e, atoms 1 to 5:
1 C -0.057
2 C -0.363
3 C -0.134
4 C -0.868
5 H 0.090

=====

## R
This record from the OMol25 dataset describes a 2-piece molecular cluster, C4H6OS overall. The level of theory is wB97M-V/def2-TZVPD.

LUMO level (spin up / spin down) = -0.05891 / -0.05885 Ha
Kohn-Sham gap (spin up / spin down) = 7.6 / 7.6 eV
HOMO (spin up / spin down) = -9.216 / -9.212 eV
SMILES = C=C=CC.O=S

ORCA input file:
```
! RIJCOSX wB97M-V def2-TZVPD def2/J DEFGRID3
* xyz 0 1
C -0.59 1.73 0.71
C 0.33 0.84 0.43
C 1.39 0.10 0.06
C 1.49 -1.30 -0.37
H -1.17 2.06 -0.11
H -0.91 2.07 1.69
H 2.15 0.75 -0.31
H 2.25 -1.84 0.20
H 0.41 -1.88 -0.35
H 1.84 -1.34 -1.37
O -3.52 0.03 0.10
S -3.66 -1.23 -0.68
*
```

Löwdin population analysis, charges in e, atoms 1 to 5:
1 C -0.009
2 C -0.093
3 C -0.198
4 C -0.130
5 H 0.038

=====

What is the stability order? It is Q, P, R, from most stable to least stable.

=====

## P
This record from the OMol25 dataset describes C4H6OS in the gas phase. The level of theory is wB97M-V/def2-TZVPD.

LUMO level = -0.02227 Ha
Kohn-Sham gap = 8.3 eV
HOMO = -8.942 eV
SMILES = C[C@H](C=O)C=S

ORCA input file:
```
! RIJCOSX wB97M-V def2-TZVPD def2/J DEFGRID3
* xyz 0 1
C 0.63 -1.07 -0.55
C 0.22 -0.10 0.50
C -1.21 -0.18 0.85
O -1.68 -0.13 1.97
C 0.35 1.38 -0.41
S -0.59 1.99 -1.49
H 0.49 -2.10 -0.15
H 1.69 -0.71 -0.72
H 0.01 -0.71 -1.35
H 0.79 -0.06 1.35
H -1.82 -0.31 -0.09
H 1.11 2.01 0.10
*
```

Löwdin population analysis, charges in e, atoms 1 to 5:
1 C -0.093
2 C -0.350
3 C -0.297
4 O 0.066
5 C -0.627

=====

## Q
This record from the OMol25 dataset describes C4H6OS in the gas phase. The level of theory is wB97M-V/def2-TZVPD.

LUMO level = 0.00484 Ha
Kohn-Sham gap = 9.4 eV
HOMO = -9.313 eV
SMILES = C=CC(=O)CS

ORCA input file:
```
! RIJCOSX wB97M-V def2-TZVPD def2/J DEFGRID3
* xyz 0 1
C -0.93 1.06 1.79
C -0.57 0.72 0.55
C 0.52 -0.20 0.24
O 1.01 -0.96 1.03
C 0.92 -0.32 -1.21
S -0.39 -1.17 -2.13
H -0.35 0.78 2.66
H -1.86 1.62 1.95
H -1.11 1.12 -0.28
H 1.86 -0.89 -1.31
H 1.19 0.59 -1.72
H -0.29 -2.35 -1.57
*
```

Löwdin population analysis, charges in e, atoms 1 to 5:
1 C 0.065
2 C -0.126
3 C -0.534
4 O 0.093
5 C -0.491

=====

What is the stability order? It is Q, P, from most stable to least stable.

=====

## P
This record from the OMol25 dataset describes C4H6OS in the gas phase. The level of theory is wB97M-V/def2-TZVPD.

LUMO level = 0.00437 Ha
Kohn-Sham gap = 9.8 eV
HOMO = -9.715 eV
SMILES = C/C=C/C(=O)S

ORCA input file:
```
! RIJCOSX wB97M-V def2-TZVPD def2/J DEFGRID3
* xyz 0 1
C -1.21 -1.05 -2.59
C -0.51 -0.37 -1.43
C -0.24 -0.93 -0.25
C 0.30 -0.27 0.93
O 0.74 -0.89 1.86
S 0.58 1.62 0.97
H -0.55 -0.95 -3.46
H -2.22 -0.58 -2.76
H -1.29 -2.15 -2.50
H -0.27 0.65 -1.59
H -0.34 -2.01 -0.16
H -0.48 2.02 0.12
*
```

Löwdin population analysis, charges in e, atoms 1 to 5:
1 C -0.085
2 C -0.145
3 C -0.107
4 C -0.713
5 O 0.025

=====

## Q
This record from the OMol25 dataset describes a 2-piece molecular cluster, C4H6OS overall. The level of theory is wB97M-V/def2-TZVPD.

LUMO level = 0.00227 Ha
Kohn-Sham gap = 9.4 eV
HOMO = -9.378 eV

ORCA input file:
```
! RIJCOSX wB97M-V def2-TZVPD def2/J DEFGRID3
* xyz 0 1
C 1.49 -0.53 0.35
C -0.65 -0.19 0.18
C -1.42 -0.81 1.11
C -0.90 0.71 -0.97
O 3.75 0.76 -0.05
S 2.30 0.77 -0.25
H 1.78 -1.46 0.80
H -1.19 -1.50 1.87
H -2.50 -0.73 0.74
H -1.92 1.18 -1.06
H -0.52 0.36 -2.01
H -0.22 1.44 -0.70
*
```

Löwdin population analysis, charges in e, atoms 1 to 5:
1 C -0.252
2 C -0.210
3 C 0.003
4 C -0.144
5 O -0.581

=====

What is the stability order? It is P, Q, from most stable to least stable.